(1)
158
Properties=species:S:1:pos:R:3 method="wB97M-V/def2-TZVPD" orbital_gap_ev=9.30 charge=+6 e_above_lowest_kcal_mol=0.0
C 26.72338 -18.96527 7.78419
C 26.85555 -20.42308 8.09482
C 25.65033 -20.97752 8.80878
O 25.87508 -22.08744 9.62212
C 24.72824 -22.57161 10.26245
N 27.10218 -21.18859 6.80909
H 27.88370 -20.78904 6.26981
H 27.38744 -22.16034 6.91736
H 26.34002 -21.13676 6.11455
H 25.71349 -18.66106 7.49264
H 27.32511 -18.64520 6.92937
H 27.03186 -18.32141 8.60697
H 27.77869 -20.67106 8.62195
H 24.78452 -21.07430 8.11774
H 25.14117 -20.17473 9.37927
H 23.87970 -22.76874 9.59925
H 24.41618 -21.91810 11.08787
H 25.01042 -23.50622 10.74954
C 26.03942 -28.02212 10.61830
C 26.45380 -27.81955 9.18718
C 26.10472 -26.43158 8.64131
O 24.75416 -26.47049 8.26098
C 24.38269 -25.63588 7.15807
N 27.99672 -27.99293 9.10848
H 28.38332 -27.48797 8.31333
H 28.39368 -27.69924 10.00264
H 28.18822 -28.99136 9.00044
H 26.37670 -28.94980 11.07957
H 24.95464 -27.96392 10.68924
H 26.43873 -27.19881 11.22039
H 26.06178 -28.53323 8.46490
H 26.71482 -26.17653 7.75735
H 26.32408 -25.62297 9.35419
H 24.31699 -24.61094 7.53422
H 23.37049 -25.92881 6.89333
H 25.07354 -25.73795 6.31996
C 16.73624 -29.34293 5.06202
C 17.85361 -28.44540 5.53401
C 18.32503 -27.48170 4.44399
O 19.14641 -26.46008 4.91952
C 20.54658 -26.77003 4.83181
N 17.38053 -27.66406 6.74676
H 17.29039 -28.19351 7.61630
H 17.99037 -26.85642 6.91196
H 16.45931 -27.27062 6.53050
H 16.17296 -29.87459 5.82781
H 17.10816 -30.10521 4.37512
H 16.01773 -28.77920 4.45578
H 18.68894 -29.03570 5.91293
H 17.46958 -27.11828 3.86400
H 18.82062 -28.13794 3.71635
H 20.78877 -27.57617 5.52900
H 21.09770 -25.88416 5.14226
H 20.82819 -27.04038 3.81444
C 21.37709 -16.22165 12.01316
C 22.11401 -17.43003 12.56183
C 22.78305 -18.27899 11.48133
O 21.75802 -18.86202 10.73466
C 22.23216 -19.80545 9.75388
N 23.21750 -16.88058 13.49595
H 23.70671 -17.64104 13.97138
H 23.85196 -16.26734 12.98501
H 22.74168 -16.32946 14.21555
H 21.05041 -16.44680 10.99543
H 21.95219 -15.29636 11.92098
H 20.47019 -15.97122 12.56283
H 21.50668 -18.03362 13.23169
H 23.30632 -19.09472 12.01054
H 23.50966 -17.70312 10.89228
H 22.95515 -20.41380 10.30220
H 22.72330 -19.28232 8.93085
H 21.41974 -20.44213 9.42262
C 26.61836 -23.41721 0.76724
C 25.21407 -23.01240 1.19293
C 24.07836 -23.36733 0.27297
O 22.89879 -22.73566 0.68975
C 21.84810 -22.89720 -0.22859
N 24.96920 -23.42196 2.62894
H 24.99011 -24.42931 2.76213
H 25.62690 -22.90019 3.22169
H 24.07252 -23.02545 2.94211
H 26.89562 -24.42511 1.06242
H 27.27710 -22.64706 1.17362
H 26.71098 -23.25649 -0.30646
H 25.19799 -21.92320 1.26616
H 23.93648 -24.46942 0.33808
H 24.36568 -23.19569 -0.76629
H 21.05142 -22.16907 -0.08554
H 21.35837 -23.87625 -0.07207
H 22.19428 -22.86891 -1.26293
C 18.85224 -19.44874 7.19784
C 18.15782 -20.04475 5.98680
C 17.51102 -21.39315 6.12234
O 16.75614 -21.69041 4.98827
C 16.37319 -23.06657 4.89338
N 17.14502 -19.07374 5.40314
H 16.36530 -18.94162 6.06474
H 17.49723 -18.11888 5.32846
H 16.71274 -19.43890 4.55162
H 19.12024 -18.39581 7.12091
H 19.74231 -20.02208 7.44568
H 18.14646 -19.54430 8.03138
H 18.89183 -20.08881 5.17325
H 16.85847 -21.33638 7.01738
H 18.27078 -22.11272 6.44884
H 16.04437 -23.30291 3.89309
H 15.56776 -23.19447 5.62606
H 17.14080 -23.77566 5.22339
C 16.21132 -25.84218 1.09532
C 16.89142 -24.51140 1.32508
C 18.32144 -24.61665 1.81263
O 18.78923 -23.35262 2.18800
C 20.09199 -23.36833 2.78047
N 16.68146 -23.61868 0.06377
H 15.71041 -23.70962 -0.24603
H 16.86428 -22.64497 0.29825
H 17.24402 -23.96814 -0.71658
H 16.08976 -26.37864 2.03018
H 16.84478 -26.39820 0.39602
H 15.24657 -25.76910 0.59354
H 16.39164 -23.81858 2.00549
H 18.91624 -25.17745 1.08115
H 18.16368 -25.20731 2.72737
H 20.06522 -23.81741 3.77428
H 20.37770 -22.32035 2.85769
H 20.85320 -23.80128 2.12771
C 21.75888 -14.27316 7.19610
C 22.57872 -14.44277 5.92293
C 22.86726 -15.89734 5.61640
O 23.43784 -15.88630 4.35745
C 23.90196 -17.10097 3.75612
N 21.86444 -13.83076 4.76113
H 20.86087 -14.01510 4.66797
H 21.88802 -12.80540 4.81172
H 22.29240 -14.09158 3.86270
H 20.80943 -14.80078 7.00418
H 21.36920 -13.26538 7.36130
H 22.25583 -14.63888 8.08550
H 23.49557 -13.86031 6.01528
H 21.95274 -16.51301 5.69211
H 23.56068 -16.30514 6.36739
H 24.32278 -16.78705 2.80539
H 23.16911 -17.90081 3.64235
H 24.77116 -17.46219 4.31350
As 22.95622 -21.76553 5.45190
F 24.68023 -22.03657 5.46052
F 22.70956 -22.56807 6.97446
F 21.22174 -21.59600 5.46028
F 23.07292 -20.98195 3.95158
F 22.94317 -23.33936 4.65428
F 23.20000 -20.30408 6.33202
As 27.31891 -19.72871 3.47024
F 26.10211 -19.69744 4.79342
F 27.61967 -21.36748 4.09976
F 28.37941 -19.85739 2.16422
F 26.78439 -18.18622 2.96061
F 28.41717 -19.07926 4.61527
F 26.06236 -20.45323 2.47481

(2)
146
Properties=species:S:1:pos:R:3 method="wB97M-V/def2-TZVPD" orbital_gap_ev=7.92 charge=0
Hg -0.05989 1.57496 2.01985
C 0.40346 3.50771 6.44150
C -0.23454 3.45264 5.08951
O 0.36694 2.59212 4.15757
H -0.16572 4.24385 7.00915
H 1.44871 3.81492 6.40694
H 0.35014 2.57073 6.99588
H -0.23663 4.49613 4.77448
H -1.27460 3.16055 5.23460
O -0.12177 0.38152 0.10726
H -0.57167 -0.46050 0.31493
C 6.83886 0.77216 -1.23582
C 5.36961 0.70703 -0.83760
O 4.73271 1.90237 -1.16548
H 7.34403 -0.17184 -1.03148
H 7.35720 1.51042 -0.62394
H 6.99421 0.93211 -2.30276
H 5.25925 0.52512 0.23143
H 4.95495 -0.10799 -1.43081
H 3.80895 1.69544 -1.32501
C -4.23293 -2.01554 0.99270
C -3.01743 -2.95039 0.97539
O -1.97226 -2.47730 1.81349
H -4.11472 -1.08078 0.44467
H -4.56274 -1.78269 2.00517
H -5.03621 -2.52789 0.46323
H -2.69216 -3.20838 -0.03244
H -3.42805 -3.87245 1.38683
H -1.20140 -3.00675 1.59656
C 3.46321 -0.34545 -4.58752
C 4.94895 0.01802 -4.73215
O 5.32855 -0.02651 -6.08295
H 3.25543 -0.27464 -3.51986
H 3.20113 -1.36493 -4.87049
H 2.87785 0.38539 -5.14548
H 5.54708 -0.69505 -4.16482
H 5.15668 1.01430 -4.34181
H 6.27916 0.10410 -6.11245
C 2.06603 3.09213 -3.13848
C 1.28135 1.85841 -2.59737
O 1.94594 1.42036 -1.43018
H 2.30342 3.81144 -2.35468
H 1.56037 3.61063 -3.95307
H 3.05712 2.86000 -3.52829
H 1.13100 1.03177 -3.29173
H 0.33376 2.17665 -2.16272
H 1.33756 0.88400 -0.91658
C -4.14001 2.94540 1.06675
C -2.69958 2.52960 0.64524
O -1.75267 3.08276 1.51917
H -4.82091 2.71887 0.24627
H -4.13965 4.00771 1.31087
H -4.45438 2.36896 1.93679
H -2.47804 2.90995 -0.35193
H -2.62788 1.44892 0.52245
H -2.00572 4.00111 1.63833
C 0.91902 5.15542 0.58611
C 1.82090 4.18837 1.33342
O 1.52343 2.85439 0.98093
H 1.03497 5.09452 -0.49599
H 1.15769 6.17004 0.90497
H -0.10762 5.02956 0.93003
H 1.68072 4.28869 2.40970
H 2.88640 4.31922 1.14453
H 1.64070 2.71750 0.03800
C -1.29065 -5.15380 -2.49666
C -0.92048 -6.08652 -3.63994
O -0.90448 -5.33965 -4.83357
H -2.06990 -4.41234 -2.67304
H -0.40753 -4.57060 -2.23570
H -1.63970 -5.72609 -1.63716
H -1.57904 -6.95401 -3.68323
H 0.07158 -6.49019 -3.43753
H -0.12397 -4.78137 -4.86036
C -0.81035 -4.41634 5.26797
C 0.32164 -3.34877 5.29080
O 0.69088 -2.99886 6.58959
H -0.51056 -5.30742 5.81951
H -1.12280 -4.64590 4.24925
H -1.72904 -3.98189 5.66214
H 0.00942 -2.46355 4.73672
H 1.18011 -3.74299 4.74697
H 0.95708 -3.77211 7.09238
C -5.58254 3.09644 -3.38925
C -4.33748 2.17336 -3.29884
O -4.41338 1.21048 -2.27134
H -6.54291 2.66763 -3.67547
H -5.49702 3.84437 -4.17753
H -5.66712 3.66760 -2.46475
H -3.44179 2.77578 -3.14742
H -4.14018 1.74007 -4.27937
H -3.58778 0.73520 -2.15257
C 3.31664 -1.53988 2.36638
C 2.00299 -0.98994 3.00177
O 1.92221 0.38626 2.69713
H 3.18720 -1.55887 1.28426
H 3.44300 -2.58365 2.65395
H 4.14444 -0.92048 2.71162
H 1.97834 -1.19059 4.07286
H 1.15832 -1.52505 2.56787
H 2.60533 0.77143 3.25085
C 1.97731 -5.14448 1.56071
C 0.72543 -5.43539 0.77278
O -0.06889 -4.23786 0.85066
H 1.81432 -4.86819 2.60244
H 2.52647 -4.27080 1.20969
H 2.63718 -6.01075 1.51345
H 0.11571 -6.23812 1.18749
H 0.96913 -5.63069 -0.27153
H 0.36825 -3.55638 0.33481
C -3.53845 0.52935 4.39399
C -2.10786 -0.04598 4.13032
O -1.73370 0.09113 2.76098
H -3.66798 0.67268 5.46673
H -4.24908 -0.21835 4.04176
H -3.62433 1.51405 3.93455
H -2.08773 -1.10339 4.39413
H -1.35745 0.38016 4.79619
H -2.23932 -0.59836 2.32446
C -2.53065 -1.41974 -3.34552
C -1.32457 -0.87909 -2.57699
O -1.76074 0.34191 -1.99019
H -2.97883 -0.62698 -3.94448
H -3.33377 -1.75310 -2.68828
H -2.25140 -2.25940 -3.98199
H -0.48799 -0.79958 -3.27118
H -0.99890 -1.64511 -1.87326
H -1.21233 0.46675 -1.21220
C -3.08306 5.35406 -2.15494
C -1.63487 4.90938 -2.23791
O -0.89323 5.72940 -3.15254
H -3.11984 6.30538 -1.62413
H -3.71930 4.66435 -1.60033
H -3.47625 5.38144 -3.17118
H -1.60375 3.86758 -2.55694
H -1.12907 4.92955 -1.27257
H -1.20482 5.50534 -4.03249
C 2.52762 -3.26859 -1.89020
C 2.06362 -1.91488 -1.28660
O 1.08814 -2.07020 -0.34527
H 1.67771 -3.77130 -2.35174
H 2.87717 -3.91388 -1.08428
H 3.30349 -3.17711 -2.65031
H 1.61438 -1.39639 -2.13363
H 2.92849 -1.33061 -0.97241
H 0.71500 -1.19443 -0.22115

(3)
159
Properties=species:S:1:pos:R:3 method="wB97M-V/def2-TZVPD" orbital_gap_ev=8.12 charge=0
C 1.67521 6.84668 4.60975
C 1.96689 5.40313 4.10457
C 1.20102 4.41108 5.03021
C 1.18664 3.00854 4.39868
C 0.52938 3.05058 3.00165
C 1.35008 3.92813 2.03456
N 1.66345 5.24591 2.67438
O 2.35572 6.09015 1.92560
C 2.60730 3.08072 1.57722
C 0.42051 4.10828 0.77145
C 3.46523 5.02935 4.35886
H 2.27355 7.60681 4.10745
H 1.61456 6.90928 5.69627
H 0.74971 7.18925 4.14693
H 1.62076 4.38374 6.03577
H 0.25067 4.88779 5.27033
H 0.61352 2.19517 4.84371
H 2.20849 2.72707 4.14433
H -0.41473 3.55319 3.21179
H 0.45604 2.06267 2.54695
H 3.36511 3.73726 1.14970
H 3.16463 2.59402 2.37759
H 2.33445 2.21831 0.96902
H -0.45463 4.70111 1.03748
H 0.97002 4.70926 0.04692
H 0.22937 3.16816 0.25401
H 4.12458 5.67686 3.78085
H 3.72860 4.10485 3.84502
H 3.80323 4.91664 5.38898
H 1.83814 6.88926 2.04864
O -3.69496 -1.82480 -2.27571
H -2.92222 -1.33849 -2.56313
H -3.34200 -2.57962 -1.80466
O -0.77132 -3.04379 -2.91743
H 0.00927 -2.53470 -2.69892
H -1.08814 -2.65857 -3.73442
O -2.52203 -4.08607 -0.94886
H -1.89504 -4.50766 -0.36117
H -2.18965 -4.27125 -1.82719
O -2.83592 1.64111 6.10116
H -2.41988 1.22479 5.34631
H -2.17245 1.60648 6.79026
O 0.45563 -3.52400 6.06259
H 0.23687 -4.13930 5.36275
H 1.39344 -3.64917 6.20775
O -6.20803 -0.04897 -2.31694
H -5.80245 0.52065 -1.66328
H -5.48549 -0.57698 -2.65659
O -0.46316 -5.76998 -3.74894
H -0.61853 -4.84417 -3.56195
H -1.20075 -6.22415 -3.34163
O -0.54547 -1.32157 -5.22586
H 0.28258 -0.90965 -4.97914
H -0.95400 -0.69825 -5.82653
O 2.07098 -0.71926 -3.68199
H 2.29903 -1.34106 -4.37307
H 2.72473 -0.86908 -2.99906
O 0.82313 1.77912 -6.61862
H 0.44648 2.65356 -6.71736
H 1.45322 1.86856 -5.90361
O -1.83876 -4.95419 3.69554
H -2.31729 -4.59663 4.44346
H -2.51955 -5.29834 3.11734
C 4.67643 -3.51026 -0.63125
C 4.75279 -2.07742 -0.42676
C 6.06109 -1.55344 0.08037
O 4.24063 -1.39757 -1.51848
H 3.67524 -3.87069 -0.86755
H 5.04778 -3.99098 0.27379
H 5.27346 -3.94008 -1.43557
H 3.99003 -1.86730 0.32300
H 6.03586 -0.46592 0.01140
H 6.87993 -1.93827 -0.52748
H 6.35774 -1.88140 1.07664
H 4.89097 -1.47400 -2.22047
C -6.12750 1.98358 1.52601
C -5.92792 3.04686 0.41347
C -4.86800 4.06615 0.64860
O -5.66652 2.39853 -0.76084
H -5.31036 1.26298 1.49264
H -6.98109 1.35804 1.26488
H -6.26065 2.44891 2.50265
H -6.86957 3.55019 0.19428
H -5.12594 4.64863 1.53308
H -4.69484 4.78654 -0.15088
H -3.82841 3.76149 0.76907
H -5.62571 2.96403 -1.53552
C 2.44399 2.90629 -2.13725
C 2.92459 2.88366 -3.56923
C 4.41254 2.55335 -3.77773
O 2.23521 1.86174 -4.32329
H 2.54646 3.87115 -1.64062
H 3.05812 2.22335 -1.55027
H 1.39154 2.63077 -2.07003
H 2.66996 3.75341 -4.17486
H 4.69804 2.66783 -4.82343
H 4.67194 1.60547 -3.30619
H 5.02884 3.23847 -3.19561
H 1.86325 1.20080 -3.73473
C -2.12283 4.64809 -2.29446
C -2.52362 3.58207 -3.31071
C -1.48392 2.38033 -3.35940
O -3.88469 3.23670 -2.94562
H -1.08032 4.95749 -2.36880
H -2.03060 4.13659 -1.33636
H -2.81118 5.48878 -2.38108
H -2.60843 3.96743 -4.32677
H -1.71051 1.64543 -4.13186
H -1.32235 1.93714 -2.37677
H -0.50232 2.78920 -3.59897
H -4.24285 2.71548 -3.66787
C 1.11884 -6.05565 -0.29572
C 0.21317 -6.34408 0.82598
C 0.98189 -6.36907 2.17838
O -0.98739 -5.54595 0.84326
H 1.84559 -6.86494 -0.36650
H 1.74413 -5.18961 -0.07869
H 0.60392 -5.89060 -1.24213
H -0.15525 -7.34309 0.59284
H 1.67259 -5.52677 2.21784
H 1.67741 -7.20791 2.15177
H 0.38197 -6.40797 3.08760
H -0.84856 -4.84354 1.48275
C -1.71637 0.48131 0.12940
C -0.31694 -0.00659 -0.07544
C -0.19116 -1.53356 0.03037
O 0.09628 0.32085 -1.42530
H -2.51428 0.00988 -0.44436
H -1.72383 1.53689 -0.14226
H -2.09006 0.40835 1.15073
H 0.41291 0.38936 0.63071
H -0.16121 -1.85890 1.07024
H 0.66182 -1.84342 -0.57339
H -1.08601 -1.93072 -0.44880
H 1.05472 0.37204 -1.40606
C -4.98208 -2.28805 3.89063
C -4.12616 -1.71347 4.98164
C -4.90483 -1.18502 6.19146
O -3.38379 -2.74774 5.41886
H -5.44657 -3.26529 4.02240
H -4.30468 -2.52716 3.07083
H -5.66292 -1.58923 3.40463
H -3.33607 -1.06705 4.59957
H -4.44767 -0.86287 7.12705
H -5.57542 -1.98143 6.51417
H -5.46424 -0.37390 5.72536
H -2.60575 -2.44697 5.89404
C 3.73980 -5.05864 -5.67457
C 2.87131 -3.97656 -5.09819
C 2.64293 -4.09391 -3.50238
O 3.59568 -2.73794 -5.27895
H 3.14155 -5.96883 -5.71649
H 4.70891 -5.20069 -5.19628
H 3.86757 -5.02134 -6.75641
H 1.89567 -4.02365 -5.58193
H 2.24360 -5.06330 -3.20417
H 1.96054 -3.46710 -2.92833
H 3.59145 -3.95612 -2.98331
H 3.80491 -2.72748 -6.21581

no.,HOMO (eV),electronic energy (eV)
1,-20.13,-217274.437
2,-7.53,-73717.997
3,-8.16,-78360.558